a:
Formula: CHF2IO
Source: the Open Molecules 2025 dataset
Level of theory: ωB97M-V with the def2-TZVPD basis set

The HOMO energy (spin up / spin down) comes out at -10.46 / -10.46 eV.

The geometry in ORCA input format:
```
! RIJCOSX wB97M-V def2-TZVPD def2/J DEFGRID3
* xyz 0 1
H 0.17136 -0.12763 -0.19842
C -1.14703 0.56705 0.98830
O -0.14597 0.70945 0.17962
F -1.87001 1.63229 1.13781
I -1.08208 -0.69231 2.64175
F -2.35206 -0.53730 -0.41677
*
```

b:
Formula: CHF2IO
Source: the Open Molecules 2025 dataset
Level of theory: ωB97M-V with the def2-TZVPD basis set

The HOMO energy comes out at -10.59 eV.

The geometry in ORCA input format:
```
! RIJCOSX wB97M-V def2-TZVPD def2/J DEFGRID3
* xyz 0 1
H 1.05565 1.52134 -1.30560
F 0.25622 0.94872 -1.21287
I 3.45582 0.27787 -0.08492
F 1.53516 -1.81774 -0.21991
C 2.10899 -1.25007 0.78378
O 1.94615 -1.52020 1.89394
*
```

c:
Formula: CHF2IO
Source: the Open Molecules 2025 dataset
Level of theory: ωB97M-V with the def2-TZVPD basis set

The HOMO energy comes out at -10.04 eV.

The geometry in ORCA input format:
```
! RIJCOSX wB97M-V def2-TZVPD def2/J DEFGRID3
* xyz 0 1
C -1.45954 -0.55120 -0.10004
I 2.21010 0.99181 -0.08766
H 3.88128 1.22862 0.19534
F -1.83474 -1.74282 0.22540
O -0.90583 -0.20563 -1.05274
F -1.89128 0.27921 0.81970
*
```

The structure with the greatest stability is c.

a:
Formula: C3H5N3S
Source: the Open Molecules 2025 dataset
Level of theory: ωB97M-V with the def2-TZVPD basis set

The HOMO energy comes out at -8.41 eV.

The geometry in ORCA input format:
```
! RIJCOSX wB97M-V def2-TZVPD def2/J DEFGRID3
* xyz 0 1
H -0.97636 -1.77350 -1.16867
H 2.06664 -1.14370 -0.04957
N 0.25076 -0.55970 -0.02288
H 0.17448 0.91943 1.42896
H 1.07259 1.39219 -0.01306
S -1.64397 2.80274 -0.20300
C 0.19159 0.81409 0.36126
N 1.19454 -1.52667 0.28759
N -1.65797 0.19499 -0.94466
H 1.27669 -1.59078 1.31566
C -1.08042 1.28524 -0.25343
C -0.86859 -0.81433 -0.73820
*
```

b:
Formula: C3H5N3S
Source: the Open Molecules 2025 dataset
Level of theory: ωB97M-V with the def2-TZVPD basis set

The HOMO energy comes out at -9.24 eV.

The geometry in ORCA input format:
```
! RIJCOSX wB97M-V def2-TZVPD def2/J DEFGRID3
* xyz 0 1
H -1.64784 -2.95803 -0.74492
S 1.93892 -0.50373 0.08038
H -1.40047 0.46473 1.48079
H -2.06891 2.26534 -0.44885
N -1.04048 2.16517 -0.46679
H -0.19703 -1.59509 -1.41065
C -0.40883 1.07390 0.09080
N -1.47434 -1.22230 0.36176
H 1.48488 1.77324 -0.58848
N -1.02341 0.01945 0.73714
C 1.09710 1.03001 -0.08424
C -1.09256 -1.87504 -0.67301
*
```

The structure with the greatest stability is a.

a:
Formula: C4H10N3
Source: the Open Molecules 2025 dataset
Level of theory: ωB97M-V with the def2-TZVPD basis set

The HOMO energy (spin up / spin down) comes out at -10.00 / -14.08 eV.

The geometry in ORCA input format:
```
! RIJCOSX wB97M-V def2-TZVPD def2/J DEFGRID3
* xyz 1 3
N 2.97401 0.16970 0.47317
H 1.06476 -1.84311 -0.69996
C 0.58012 -0.96135 -1.07486
H -3.78493 0.16436 -0.38417
C -3.49386 -0.43766 0.53812
H 1.67281 1.86272 0.23106
H -3.41954 0.20647 1.39463
H -4.25846 -1.06158 0.80751
H 0.03655 -1.13871 -2.03876
H 0.24257 1.06485 -1.17660
C -2.21233 -0.95519 0.20400
N 0.92058 0.30949 -0.86129
H 3.04322 -0.18859 1.31936
C 1.62947 0.78411 0.37422
H 3.85110 0.58340 0.13674
N -1.10795 -1.07470 -0.07506
H 1.01401 0.47211 1.25593
*
```

b:
Formula: C4H10N3
Source: the Open Molecules 2025 dataset
Level of theory: ωB97M-V with the def2-TZVPD basis set

The HOMO energy (spin up / spin down) comes out at -10.74 / -13.10 eV.

The geometry in ORCA input format:
```
! RIJCOSX wB97M-V def2-TZVPD def2/J DEFGRID3
* xyz 1 3
H -2.32036 0.19989 0.65378
H -1.85599 -1.99320 -0.16435
C -0.41422 0.89320 1.18652
C -1.38361 -0.18971 1.03343
N -0.21729 -1.08835 -0.90745
H 2.04059 -0.02807 -2.74933
C -1.11182 -1.24503 -0.09715
C 0.95550 -0.03114 -2.48743
N 0.87904 -0.67636 -1.26124
H 0.60749 1.10297 -2.49853
H 1.52070 0.19267 1.43314
H -0.31690 1.55706 0.27622
N 0.77123 0.68913 1.90850
H 1.21635 1.66726 2.09274
H -1.42417 -0.75050 2.00774
H 0.38145 -0.58833 -3.30742
H 0.67201 0.28852 2.88084
*
```

The structure with the greatest stability is b.

a:
Formula: C5H6N2O3
Source: the Open Molecules 2025 dataset
Level of theory: ωB97M-V with the def2-TZVPD basis set

The HOMO energy comes out at -9.83 eV.

The geometry in ORCA input format:
```
! RIJCOSX wB97M-V def2-TZVPD def2/J DEFGRID3
* xyz 0 1
C 0.97870 -1.71495 -0.65206
C -2.74593 -0.43657 0.24156
O -0.69603 1.41969 0.24079
N 1.90314 1.85090 -0.03005
C -0.48029 0.20443 0.02114
H 2.58103 2.55428 -0.00206
H 0.89214 2.13767 0.31834
H -2.69796 0.56712 0.70431
C 0.88304 -0.38675 -0.13272
H -3.42220 -0.61503 -0.63640
O -1.42835 -0.76494 -0.11851
H -3.04800 -1.15334 0.95493
H 0.86851 -2.31940 -1.53549
N 1.03344 -1.81511 0.58758
C 2.11789 0.46620 -0.01742
O 3.26089 0.00581 0.05607
*
```

b:
Formula: C5H6N2O3
Source: the Open Molecules 2025 dataset
Level of theory: ωB97M-V with the def2-TZVPD basis set

The HOMO energy comes out at -8.19 eV.

The geometry in ORCA input format:
```
! RIJCOSX wB97M-V def2-TZVPD def2/J DEFGRID3
* xyz 0 1
H 1.52507 -0.26250 -1.07436
C -2.97118 0.52016 -0.86927
O -2.80975 1.11468 -1.87589
C -1.49416 -0.95445 -0.17602
N -0.16154 0.87109 0.37697
N -2.77882 -0.21937 0.09170
C -0.84026 1.95740 0.28779
H -1.44035 -2.08650 -0.28640
H 1.55932 -1.52448 0.00326
H -0.49170 2.55160 2.10704
O -0.94290 2.81711 1.29426
O -3.37911 -0.49918 1.14387
H -1.17408 2.52200 -0.63460
C 0.96533 -1.01170 -0.63324
H 0.66977 -1.83249 -1.28403
C -0.31694 -0.28890 -0.16419
*
```

The structure with the greatest stability is a.

a:
Formula: C4H7NOS2
Source: the Open Molecules 2025 dataset
Level of theory: ωB97M-V with the def2-TZVPD basis set

The HOMO energy comes out at -8.72 eV.

The geometry in ORCA input format:
```
! RIJCOSX wB97M-V def2-TZVPD def2/J DEFGRID3
* xyz 0 1
C 2.21688 0.16615 -0.76241
H -1.19657 -2.63395 0.95785
H 2.00888 -0.75875 -1.33077
C -0.63415 1.05001 0.85810
C -0.76158 -0.39747 -0.67430
C -1.64635 -0.11824 0.45029
H 2.97585 0.76246 -1.09223
H 2.41189 -0.04421 0.34144
S -0.71976 -1.51368 -1.86818
O 1.12877 1.12185 -0.97337
N 0.03285 0.68351 -0.33138
H 0.02201 0.79358 1.78962
H -2.64649 0.24500 0.18255
S -2.09332 -1.41987 1.56854
H -1.09891 2.06362 0.88426
*
```

b:
Formula: C4H7NOS2
Source: the Open Molecules 2025 dataset
Level of theory: ωB97M-V with the def2-TZVPD basis set

The HOMO energy comes out at -8.39 eV.

The geometry in ORCA input format:
```
! RIJCOSX wB97M-V def2-TZVPD def2/J DEFGRID3
* xyz 0 1
H -0.92428 -1.63910 1.78144
S 0.71785 2.11282 0.27138
H -1.50706 -1.85444 0.02866
C 0.78465 1.06110 -1.23760
H 1.74332 0.68177 -1.38235
S 0.79574 0.06732 2.89799
C -0.23892 0.00080 -0.96366
H 0.53872 1.59790 -2.11766
N -0.04948 -0.46869 0.50162
H 0.12124 -2.44275 0.58216
H -1.20673 0.45063 -1.01280
H 0.00300 -1.00039 -1.59870
O -0.58842 2.81459 0.14909
C 0.46929 0.40636 1.32643
C -0.65892 -1.78794 0.77400
*
```

The structure with the greatest stability is b.

a:
Formula: C4H7NOS2
Source: the Open Molecules 2025 dataset
Level of theory: ωB97M-V with the def2-TZVPD basis set

The HOMO energy comes out at -8.74 eV.

The geometry in ORCA input format:
```
! RIJCOSX wB97M-V def2-TZVPD def2/J DEFGRID3
* xyz 0 1
H 3.45036 -1.33363 -0.58689
C 1.62580 -0.34488 0.04917
S 1.98928 1.19848 -0.22501
C -0.96318 -0.27526 0.09852
H -2.05498 1.71768 -1.07559
H -2.90203 1.69164 0.46659
H -1.65838 2.84329 0.30335
N 0.30117 -0.84614 -0.02726
S -2.33859 -1.21255 -0.15649
C 2.69965 -1.40634 0.19436
H 2.22183 -2.40817 0.02735
H 0.13395 -1.85390 -0.04009
H 3.28897 -1.41304 1.09483
O -0.92314 0.99307 0.51410
C -1.96455 1.85310 -0.00998
*
```

b:
Formula: C4H7NOS2
Source: the Open Molecules 2025 dataset
Level of theory: ωB97M-V with the def2-TZVPD basis set

The HOMO energy comes out at -9.11 eV.

The geometry in ORCA input format:
```
! RIJCOSX wB97M-V def2-TZVPD def2/J DEFGRID3
* xyz 0 1
C -1.12155 -0.02080 -0.07901
H -1.70918 -2.17963 -0.26042
C -2.11466 -1.14212 -0.06482
C 1.58978 0.61298 0.10839
N -3.35540 -1.08343 0.06588
H 3.77980 0.73291 -0.11004
H 1.40089 1.36334 -0.78604
S 0.40487 -0.82528 -0.01398
C 2.97903 -0.00103 0.04388
O -1.27415 1.20103 -0.13323
H -3.64058 1.42822 -0.36331
H 3.08365 -0.40591 1.08668
H 1.44664 1.01890 1.11367
S -4.49043 0.26277 0.09380
H 3.02130 -0.96197 -0.70145
*
```

c:
Formula: C4H7NOS2
Source: the Open Molecules 2025 dataset
Level of theory: ωB97M-V with the def2-TZVPD basis set

The HOMO energy comes out at -6.31 eV.

The geometry in ORCA input format:
```
! RIJCOSX wB97M-V def2-TZVPD def2/J DEFGRID3
* xyz 0 1
H 2.69814 0.81701 0.46798
C 1.04219 1.47524 -0.89385
C 1.71217 0.52813 0.10650
C -1.57913 -1.85956 0.46040
S -0.83008 -1.24868 1.78423
H -1.93440 -2.89272 0.43236
H 0.59463 1.02146 -1.77595
H -2.29479 -1.63176 -1.45464
C 0.57423 0.95288 1.00881
S 0.06980 0.64164 2.50663
H -1.54196 -0.23145 -0.75776
N -1.82778 -1.19660 -0.67485
H 1.59323 2.38143 -1.15917
O 0.01644 1.77742 0.09711
H 1.70731 -0.53443 -0.14779
*
```

The structure with the greatest stability is a.

a:
Formula: C3H6S2
Source: the Open Molecules 2025 dataset
Level of theory: ωB97M-V with the def2-TZVPD basis set

The HOMO energy comes out at -8.01 eV.

The geometry in ORCA input format:
```
! RIJCOSX wB97M-V def2-TZVPD def2/J DEFGRID3
* xyz 0 1
S 0.96013 -1.04103 -0.09357
C -1.79973 -1.14081 0.09177
C -0.53397 -0.33081 -0.11546
H 2.95406 0.46075 0.01391
H -2.09160 -0.74736 1.40226
H -1.42857 -2.15908 0.36031
S -0.76968 1.37838 -0.03526
H -2.69416 -0.75362 -0.90366
H 1.50097 1.50397 -0.73196
C 1.82500 0.67408 0.15336
H 1.76424 1.08293 1.14249
*
```

b:
Formula: C3H6S2
Source: the Open Molecules 2025 dataset
Level of theory: ωB97M-V with the def2-TZVPD basis set

The HOMO energy comes out at -8.58 eV.

The geometry in ORCA input format:
```
! RIJCOSX wB97M-V def2-TZVPD def2/J DEFGRID3
* xyz 0 1
H -1.03514 -2.28788 0.27008
S 0.69896 -1.09006 -0.91578
C -0.42528 -1.56709 0.49048
H 1.83435 1.12058 0.21193
H 0.19598 -1.88323 1.29898
H -1.55193 -0.51693 1.83970
C 0.98072 0.90493 -0.52694
H -2.24331 0.07842 0.34591
S -0.36966 1.49807 0.48319
H 1.27843 1.32617 -1.46760
C -1.17997 -0.06541 0.77355
*
```

The structure with the greatest stability is b.